1.
# C37H47BN12O6S5SeSr

A molecular structure, C37H47BN12O6S5SeSr (ωB97M-V/def2-TZVPD, the OMol25 dataset).

Cartesian coordinates (Å):
Sr 0.3361 0.7416 0.9786
C -3.1046 3.8064 -1.1593
C -2.4011 3.7769 -2.5118
C -1.1008 4.5753 -2.4045
C -3.3503 4.4183 -3.5310
N -2.0551 2.4155 -3.0140
C -1.6229 2.2638 -4.3259
C -1.3935 0.9619 -4.5226
N -1.6472 0.2850 -3.3473
B -1.3283 -1.2570 -3.3926
N 0.1748 -1.4312 -3.7476
C 0.5643 -2.3883 -4.6558
C 1.8994 -2.3729 -4.7450
N 2.3570 -1.3908 -3.8716
C 1.2771 -0.7999 -3.2689
S 1.2891 0.5543 -2.2381
C 3.7863 -1.0347 -3.6976
C 4.1669 -1.1742 -2.2266
C 4.6418 -2.0107 -4.5033
C 4.0380 0.3792 -4.2214
N -1.8267 -2.0464 -2.1575
C -3.1720 -1.9373 -1.8525
C -3.4484 -2.7888 -0.8660
N -2.2680 -3.4490 -0.5352
C -1.2850 -3.0470 -1.4002
S 0.2468 -3.7609 -1.6612
C -2.3035 -4.5643 0.4475
C -1.0050 -4.7358 1.2261
C -2.6250 -5.8424 -0.3316
C -3.3846 -4.2687 1.4957
C -2.0324 1.1856 -2.3938
S -2.3980 0.8177 -0.7860
H -3.3401 4.8536 -0.9517
H -2.4767 3.4291 -0.3628
H -4.0336 3.2344 -1.1747
H -1.3136 5.5839 -2.0455
H -0.5920 4.6479 -3.3695
H -0.4363 4.0923 -1.6883
H -3.6599 5.3961 -3.1601
H -4.2392 3.7968 -3.6553
H -2.8887 4.5628 -4.5074
H -1.5187 3.0937 -4.9979
H -1.0409 0.4442 -5.3971
H -1.9196 -1.6817 -4.3751
H -0.1550 -3.0365 -5.1204
H 2.5562 -3.0057 -5.3079
H 3.9536 -2.1865 -1.8765
H 3.5982 -0.4792 -1.6192
H 5.2327 -0.9735 -2.0995
H 4.4727 -3.0417 -4.1886
H 5.6883 -1.7692 -4.3171
H 4.4613 -1.9257 -5.5769
H 3.4270 1.0993 -3.6815
H 3.7981 0.4334 -5.2862
H 5.0923 0.6328 -4.0880
H -3.8019 -1.2097 -2.3285
H -4.3539 -2.9135 -0.3097
H -0.1355 -4.8028 0.5793
H -1.0991 -5.6534 1.8124
H -0.8944 -3.9085 1.9285
H -1.8111 -6.0681 -1.0239
H -3.5478 -5.7187 -0.9037
H -2.7484 -6.6816 0.3571
H -3.2957 -3.2451 1.8683
H -3.2385 -4.9433 2.3402
H -4.3951 -4.4412 1.1176
N -4.7498 3.1750 5.6414
C -3.6314 3.3131 4.7923
C -3.5438 2.5729 3.6230
C -2.4389 2.6932 2.7993
C -1.4067 3.5557 3.1409
C -1.5148 4.3408 4.2839
C -2.6199 4.2239 5.1038
S 0.0027 3.7135 2.0684
O 0.3692 5.1080 2.0552
O -0.4580 3.1456 0.8014
N 1.1945 2.7554 2.4345
C 1.4892 2.2798 3.6635
N 0.9974 2.8590 4.7717
C 1.2129 2.2142 5.9142
C 1.9427 1.0434 6.0033
C 2.4961 0.5944 4.8106
N 2.3103 1.2007 3.6576
H -5.1708 2.2599 5.5578
H -4.5171 3.3524 6.6083
H -4.3200 1.8594 3.3726
H -2.3793 2.0986 1.9015
H -0.7166 5.0264 4.5311
H -2.6984 4.8267 6.0026
H 0.7761 2.6677 6.8002
H 2.0815 0.5088 6.9313
H 3.1197 -0.2939 4.7925
Se 1.6309 -2.7276 1.4734
N 2.2997 -1.2208 0.8577
C 3.6111 -1.2257 1.1328
C 4.4956 -0.1366 0.9112
C 5.8119 -0.2814 1.2310
C 6.3140 -1.4970 1.7798
C 5.4880 -2.5549 2.0236
C 4.1064 -2.4355 1.7146
N 3.1799 -3.3779 1.9475
H 4.1050 0.7902 0.5101
H 6.4939 0.5463 1.0789
H 7.3683 -1.5665 2.0198
H 5.8463 -3.4787 2.4592
O 0.1885 -1.7044 3.7523
S -1.0159 -1.1104 3.1342
O -0.9343 0.3851 3.2404
O -0.9251 -1.3527 1.6281
O -2.2609 -1.6429 3.6730

## Properties
Energy relative to the best compared isomer or geometry (same formula, charge and spin) in kcal per mole: 0.0
Frontier orbital gap in eV: 6.2781
HOMO in Eh: -0.0847
Charge: -2

Atom charges from the Löwdin analysis, given in e for atoms 1 to 99: number 1, Sr, carries 1.25; number 2, C, carries -0.09; number 3, C, carries -0.54; number 4, C, carries -0.02; number 5, C, carries -0.05; number 6, N, carries 0.00; number 7, C, carries -0.07; number 8, C, carries -0.09; number 9, N, carries 0.02; number 10, B, carries -0.59; number 11, N, carries 0.01; number 12, C, carries -0.11; number 13, C, carries -0.07; number 14, N, carries 0.00; number 15, C, carries -0.67; number 16, S, carries 0.65; number 17, C, carries -0.55; number 18, C, carries -0.05; number 19, C, carries -0.07; number 20, C, carries -0.05; number 21, N, carries 0.04; number 22, C, carries -0.14; number 23, C, carries -0.06; number 24, N, carries 0.01; number 25, C, carries -0.66; number 26, S, carries 0.59; number 27, C, carries -0.54; number 28, C, carries -0.10; number 29, C, carries -0.04; number 30, C, carries -0.04; number 31, C, carries -0.69; number 32, S, carries 0.69; number 33, H, carries 0.09; number 34, H, carries 0.02; number 35, H, carries 0.07; number 36, H, carries 0.09; number 37, H, carries 0.08; number 38, H, carries 0.08; number 39, H, carries 0.08; number 40, H, carries 0.09; number 41, H, carries 0.06; number 42, H, carries 0.10; number 43, H, carries 0.12; number 44, H, carries 0.12; number 45, H, carries 0.11; number 46, H, carries 0.10; number 47, H, carries 0.10; number 48, H, carries 0.01; number 49, H, carries 0.09; number 50, H, carries 0.09; number 51, H, carries 0.08; number 52, H, carries 0.08; number 53, H, carries 0.03; number 54, H, carries 0.08; number 55, H, carries 0.08; number 56, H, carries 0.11; number 57, H, carries 0.11; number 58, H, carries -0.02; number 59, H, carries 0.09; number 60, H, carries 0.05; number 61, H, carries 0.07; number 62, H, carries 0.08; number 63, H, carries 0.08; number 64, H, carries 0.08; number 65, H, carries 0.09; number 66, H, carries 0.07; number 67, N, carries 0.07; number 68, C, carries -0.33; number 69, C, carries -0.02; number 70, C, carries -0.06; number 71, C, carries -0.28; number 72, C, carries -0.08; number 73, C, carries -0.05; number 74, S, carries 0.57; number 75, O, carries -0.32; number 76, O, carries -0.50; number 77, N, carries -0.20; number 78, C, carries -0.50; number 79, N, carries 0.13; number 80, C, carries -0.14; number 81, C, carries -0.07; number 82, C, carries -0.15; number 83, N, carries 0.13; number 84, H, carries 0.08; number 85, H, carries 0.07; number 86, H, carries 0.12; number 87, H, carries 0.07; number 88, H, carries 0.10; number 89, H, carries 0.10; number 90, H, carries 0.10; number 91, H, carries 0.08; number 92, H, carries 0.11; number 93, Se, carries 1.26; number 94, N, carries -0.26; number 95, C, carries -0.40; number 96, C, carries -0.05; number 97, C, carries -0.10; number 98, C, carries -0.11; number 99, C, carries -0.05

=====

2.
# C37H47N4O6S3SiTl

A molecular structure, C37H47N4O6S3SiTl at a distorted geometry (ωB97M-V/def2-TZVPD, the OMol25 dataset).

Cartesian coordinates (Å):
Tl 0.5730 0.5660 0.8351
O 0.7805 -2.2152 4.4410
C 1.0666 -2.6870 3.3726
O 1.0438 -1.9168 2.2389
C 1.4635 -4.0411 3.0334
C 1.6139 -5.1102 3.9103
C 2.0330 -6.3213 3.4051
C 2.2703 -6.4695 2.0378
C 2.1160 -5.4182 1.1562
C 1.7276 -4.1880 1.6672
S 1.5302 -2.6745 0.8319
H 1.4124 -4.9488 4.9567
H 2.1954 -7.1594 4.0638
H 2.5815 -7.4275 1.6532
H 2.3014 -5.5347 0.1015
C -1.4842 -2.3346 -1.4846
C -1.7961 -0.8579 -1.7435
C -2.4429 -0.6752 -3.1151
C -2.7343 -0.3236 -0.6539
O -0.5984 -0.1118 -1.6467
Si 0.6229 0.0733 -2.7557
S 2.2122 0.7447 -1.6040
O 0.7294 -1.4036 -3.4370
C 1.4982 -1.8808 -4.5160
C 2.8415 -1.1639 -4.6021
C 0.7103 -1.6630 -5.8107
C 1.7143 -3.3767 -4.2563
O 0.1768 1.0365 -4.0111
C 0.0660 2.4427 -4.0747
C -0.6403 2.9819 -2.8289
C 1.4599 3.0646 -4.1898
C -0.7658 2.7734 -5.3221
H -2.3778 -2.9435 -1.5957
H -1.0876 -2.4577 -0.4789
H -0.7267 -2.6630 -2.1888
H -3.3790 -1.2254 -3.1786
H -1.7620 -1.0260 -3.8830
H -2.6397 0.3804 -3.2834
H -3.6913 -0.8392 -0.6969
H -2.8853 0.7439 -0.7998
H -2.2830 -0.4803 0.3253
H 2.6775 -0.1149 -4.8252
H 3.4615 -1.6050 -5.3780
H 3.3550 -1.2238 -3.6474
H 0.5121 -0.6008 -5.9214
H -0.2385 -2.1925 -5.7649
H 1.2738 -2.0192 -6.6692
H 2.2414 -3.5042 -3.3136
H 2.2949 -3.8273 -5.0571
H 0.7525 -3.8786 -4.1851
H -0.0498 2.7470 -1.9461
H -1.6130 2.5078 -2.7254
H -0.7747 4.0584 -2.9054
H 2.0414 2.7925 -3.3130
H 1.3834 4.1466 -4.2627
H 1.9697 2.6797 -5.0697
H -1.7439 2.3028 -5.2546
H -0.2734 2.4079 -6.2205
H -0.8957 3.8501 -5.4078
N 4.9759 1.7840 1.8028
C 5.2867 0.5111 2.1841
C 4.1131 -0.1861 2.1411
N 3.1078 0.6256 1.7454
C 3.6405 1.8134 1.5394
C 2.8988 2.9700 1.1264
N 1.5842 3.0043 1.0406
C 1.2473 4.2493 0.6436
C 2.3767 4.9988 0.4733
N 3.4230 4.1804 0.7893
H 5.6242 2.5516 1.7512
H 6.2805 0.2168 2.4519
H 3.9389 -1.2150 2.3822
H 0.2193 4.5225 0.5224
H 2.5176 6.0130 0.1614
H 4.3946 4.4286 0.7024
O -0.9490 2.8901 3.0981
S -1.8080 1.8399 2.5472
C -3.5308 2.3150 2.9306
C -3.8188 3.2059 3.9458
C -5.1359 3.5702 4.1758
C -6.1485 3.0443 3.3886
C -5.8508 2.1528 2.3698
C -4.5346 1.7929 2.1343
C -1.8068 0.5103 3.7972
C -2.6040 -0.6105 3.6464
C -2.5517 -1.6100 4.6035
C -1.7073 -1.4867 5.6953
C -0.9091 -0.3639 5.8346
C -0.9522 0.6331 4.8758
H -3.0081 3.6141 4.5313
H -5.3755 4.2638 4.9697
H -7.1738 3.3372 3.5634
H -6.6415 1.7467 1.7562
H -4.2777 1.1233 1.3287
H -3.2688 -0.6997 2.7999
H -3.1702 -2.4893 4.4914
H -1.6586 -2.2749 6.4312
H -0.2404 -0.2794 6.6781
H -0.3274 1.5112 4.9439

## Properties
Energy relative to the best compared isomer or geometry (same formula, charge and spin) in kcal per mole: 7.9
Frontier orbital gap in eV: 7.2067
HOMO in Eh: -0.2569

Electronic structure analysis, Löwdin charges in units of e: number 1, Tl, carries 0.77; number 2, O, carries 0.14; number 3, C, carries -0.47; number 4, O, carries -0.44; number 5, C, carries -0.16; number 6, C, carries 0.00; number 7, C, carries -0.07; number 8, C, carries -0.07; number 9, C, carries -0.07; number 10, C, carries -0.42; number 11, S, carries 1.06; number 12, H, carries 0.12; number 13, H, carries 0.10; number 14, H, carries 0.11; number 15, H, carries 0.11; number 16, C, carries -0.02; number 17, C, carries -0.64; number 18, C, carries -0.02; number 19, C, carries -0.04; number 20, O, carries -0.29; number 21, Si, carries -0.20; number 22, S, carries 0.29; number 23, O, carries -0.15; number 24, C, carries -0.65; number 25, C, carries -0.05; number 26, C, carries -0.02; number 27, C, carries -0.03; number 28, O, carries -0.14; number 29, C, carries -0.65; number 30, C, carries -0.03; number 31, C, carries -0.04; number 32, C, carries -0.03; number 33, H, carries 0.09; number 34, H, carries 0.05; number 35, H, carries 0.07; number 36, H, carries 0.09; number 37, H, carries 0.07; number 38, H, carries 0.08; number 39, H, carries 0.09; number 40, H, carries 0.09; number 41, H, carries 0.04; number 42, H, carries 0.07; number 43, H, carries 0.09; number 44, H, carries 0.07; number 45, H, carries 0.07; number 46, H, carries 0.08; number 47, H, carries 0.08; number 48, H, carries 0.08; number 49, H, carries 0.08; number 50, H, carries 0.08; number 51, H, carries 0.05; number 52, H, carries 0.08; number 53, H, carries 0.09; number 54, H, carries 0.02; number 55, H, carries 0.08; number 56, H, carries 0.08; number 57, H, carries 0.08; number 58, H, carries 0.08; number 59, H, carries 0.08; number 60, N, carries 0.11; number 61, C, carries -0.08; number 62, C, carries -0.12; number 63, N, carries 0.05; number 64, C, carries -0.29; number 65, C, carries -0.30; number 66, N, carries 0.03; number 67, C, carries -0.12; number 68, C, carries -0.07; number 69, N, carries 0.12; number 70, H, carries 0.15; number 71, H, carries 0.11; number 72, H, carries 0.10; number 73, H, carries 0.11; number 74, H, carries 0.11; number 75, H, carries 0.15; number 76, O, carries -0.51; number 77, S, carries 0.85; number 78, C, carries -0.35; number 79, C, carries -0.06; number 80, C, carries -0.07; number 81, C, carries -0.09; number 82, C, carries -0.08; number 83, C, carries -0.09; number 84, C, carries -0.36; number 85, C, carries -0.08; number 86, C, carries -0.08; number 87, C, carries -0.10; number 88, C, carries -0.08; number 89, C, carries -0.07; number 90, H, carries 0.11; number 91, H, carries 0.10; number 92, H, carries 0.10; number 93, H, carries 0.10; number 94, H, carries 0.09; number 95, H, carries 0.10; number 96, H, carries 0.10; number 97, H, carries 0.11; number 98, H, carries 0.11; number 99, H, carries 0.11